(1)
21
Properties=species:S:1:pos:R:3:forces:R:3:lowdin_charge:R:1 method="wB97M-V/def2-TZVPD" relative_energy_kcal_mol=108.1 largest_force_ev_per_a=5.26 spin_multiplicity=1 e_tot_ev=-23742.69134 smiles=Nc1ccnn1Cc1cccs1
N -0.106913 -0.949864 -1.264957 3.662 3.525 1.366 -0.135
H 0.952245 2.434182 3.517779 -1.484 1.398 -0.198 0.046
N -1.275935 -1.997588 0.406015 -0.394 2.554 4.228 0.069
H 1.275334 -1.253850 0.374015 -0.155 1.227 -1.437 0.109
H -0.544237 -1.198178 1.001415 -3.675 -3.236 -1.756 0.165
C -1.144656 -1.659054 -0.920125 -0.833 -0.977 1.898 -0.500
C -0.124548 2.720583 1.443178 0.207 3.738 -2.439 -0.186
H -0.131676 1.829643 -0.916108 -0.241 1.691 1.981 0.147
S 1.441721 0.720307 2.225340 -2.006 1.225 -2.655 0.956
H -1.163246 -1.553722 -4.263341 -0.312 1.083 3.501 0.147
H -0.545514 3.867178 1.179992 0.889 -3.300 1.798 0.162
C -1.851775 -2.006924 -2.020656 -1.978 -1.123 -1.458 -0.062
N -0.079561 -0.636818 -2.553787 -1.203 -1.531 -2.172 0.026
H -2.786910 -2.703173 -2.024430 2.070 1.587 -0.228 0.132
C 1.066815 -0.404333 -0.387142 -0.068 -1.537 0.726 -0.103
C 0.897501 0.886657 0.502029 0.553 -2.438 -0.234 -0.534
H 1.967136 -0.359566 -1.055401 -1.134 0.048 0.399 0.125
H -2.348869 -1.967349 0.757379 3.632 0.209 -0.951 0.152
C 0.520098 2.208643 2.537815 1.464 -1.059 -0.014 -0.417
C -1.138683 -1.336127 -3.053201 1.132 -0.371 -2.857 -0.174
C 0.191095 2.002191 0.183494 -0.125 -2.716 0.502 -0.126



(2)
13
Properties=species:S:1:pos:R:3:forces:R:3:lowdin_charge:R:1 method="wB97M-V/def2-TZVPD" relative_energy_kcal_mol=89.5 largest_force_ev_per_a=0.53 spin_multiplicity=1 e_tot_ev=-5310.28604
H 0.579518 -2.163292 1.286923 0.160 0.019 -0.052 0.070
C 0.070347 -1.331981 0.797110 -0.040 -0.128 -0.016 -0.147
H -0.847311 2.091275 -1.463077 0.061 -0.025 0.028 0.087
C 0.563053 0.772277 -0.638282 0.096 0.022 0.001 -0.080
C -0.711911 1.201417 -0.843669 -0.078 -0.293 0.169 -0.233
H 1.738677 -0.937654 -0.491399 0.053 0.072 -0.003 0.116
H 1.359151 1.374206 -1.079089 -0.044 -0.050 0.037 0.105
H 1.728861 0.036168 0.943333 0.059 0.048 -0.042 0.117
H -0.593160 -1.717766 0.028978 -0.076 -0.125 0.119 0.063
C 1.067812 -0.376469 0.172045 0.003 0.030 0.017 -0.256
C -1.792005 0.573353 -0.169752 -0.107 0.467 -0.221 0.099
H -0.557181 -0.831581 1.532464 -0.012 -0.029 -0.034 0.059
H -2.605856 1.310048 -0.075586 -0.074 -0.007 -0.003 0.000



(3)
24
Properties=species:S:1:pos:R:3:forces:R:3:lowdin_charge:R:1 method="wB97M-V/def2-TZVPD" relative_energy_kcal_mol=103.4 total_charge=+1 largest_force_ev_per_a=3.90 spin_multiplicity=1 e_tot_ev=-12513.13748
H 0.539551 -1.752718 1.900777 0.556 0.833 1.147 0.120
H 0.553117 -2.278171 -2.332165 0.401 0.241 0.413 0.129
C 0.612163 -0.673857 2.275799 -0.218 -2.391 1.218 -0.014
H 1.631084 -0.415357 2.682142 -1.120 -0.544 -0.805 0.124
C -1.792732 0.777880 1.179060 -3.856 -0.601 -0.059 0.003
H -1.341589 0.792321 2.130774 -0.172 0.093 1.249 0.066
N -1.036819 -0.212391 0.367986 1.371 0.360 0.549 -0.047
H 2.244578 2.293747 0.004664 -0.120 0.317 -1.717 0.138
H 2.776185 -1.279463 -2.032789 -0.787 -0.084 -0.094 0.127
C -0.620904 -0.568627 -1.943643 -0.030 0.296 -0.584 -0.061
C -1.341098 -0.001922 -1.010135 -0.197 0.198 -1.286 -0.087
H -1.158384 -1.259003 0.477369 -0.612 1.591 0.906 0.218
H -2.273023 0.509130 -1.303529 0.500 -0.270 0.842 0.149
H 2.557477 1.354365 -2.428296 0.733 -0.424 0.258 0.118
H -0.077600 -0.607661 3.161899 0.151 0.217 -1.223 0.105
N 1.322478 0.741369 0.614492 -0.593 -0.916 -0.348 0.137
H -1.117196 -0.513889 -2.886183 0.007 0.034 -0.928 0.124
C 1.848202 1.384488 -0.479435 0.486 0.046 0.858 -0.110
C 0.395438 0.028771 0.996894 1.219 1.244 0.091 -0.315
C 2.213647 0.739342 -1.598277 -1.740 0.319 -0.046 -0.051
H -2.889269 0.433873 1.176096 1.590 0.371 0.535 0.145
C 1.854613 -0.697940 -1.852763 1.656 0.975 0.090 -0.064
H -1.889011 1.823450 0.806853 1.002 -1.007 -0.522 0.135
C 0.655565 -1.257493 -1.934250 -0.228 -0.899 -0.543 -0.091